Entry 1:
{
  "formula": "C31H30FN6O8",
  "method": "wB97M-V/def2-TZVPD",
  "elements": ["C", "C", "F", "C", "C", "C", "C", "N", "N", "C", "H", "H", "H", "H", "H", "H", "H", "H", "H", "H", "C", "C", "C", "C", "C", "C", "N", "O", "O", "H", "H", "H", "H", "H", "C", "C", "C", "C", "C", "C", "N", "O", "O", "H", "H", "H", "H", "H", "C", "C", "C", "C", "C", "C", "N", "O", "O", "H", "H", "H", "H", "H", "C", "C", "C", "C", "C", "C", "N", "O", "O", "H", "H", "H", "H", "H"],
  "xyz": [[1.4158, 1.6540, -3.3843], [1.0707, 0.3289, -4.0553], [2.1116, -0.5705, -3.8727], [-0.1703, -0.3277, -3.4468], [-1.3704, 0.5504, -3.3114], [-2.3211, 0.3130, -2.3305], [-3.3917, 1.1839, -2.2589], [-3.4895, 2.2131, -3.0828], [-2.6245, 2.4877, -4.0426], [-1.6141, 1.6666, -4.1465], [2.4416, 1.6610, -3.0262], [1.3031, 2.4937, -4.0714], [0.7452, 1.8426, -2.5429], [0.9501, 0.4366, -5.1365], [0.1144, -0.6153, -2.4282], [-0.4205, -1.2620, -3.9556], [-2.2389, -0.5225, -1.6508], [-4.1790, 1.0520, -1.5274], [-4.2689, 2.8569, -3.0034], [-0.9227, 1.8913, -4.9480], [2.5273, 5.4203, 1.7366], [1.2592, 5.4435, 2.3046], [0.3787, 4.3982, 2.0814], [0.7955, 3.3437, 1.2874], [2.0546, 3.3033, 0.7107], [2.9267, 4.3548, 0.9381], [-0.1254, 2.2285, 1.0571], [-1.2355, 2.2804, 1.5472], [0.2621, 1.2951, 0.3684], [3.2148, 6.2362, 1.9177], [0.9559, 6.2750, 2.9256], [-0.6090, 4.4037, 2.5179], [2.3522, 2.4660, 0.0967], [3.9176, 4.3458, 0.4959], [-2.8724, -1.9778, 1.0671], [-2.0052, -1.1625, 1.7819], [-2.1904, -0.9834, 3.1433], [-3.2467, -1.6298, 3.7572], [-4.1252, -2.4391, 3.0595], [-3.9338, -2.6141, 1.6975], [-3.4388, -1.4543, 5.2100], [-2.6666, -0.7208, 5.7920], [-4.3560, -2.0542, 5.7297], [-2.7229, -2.1242, 0.0028], [-1.1855, -0.6651, 1.2801], [-1.5263, -0.3523, 3.7145], [-4.9436, -2.9253, 3.5697], [-4.6057, -3.2427, 1.1254], [10.2893, 3.0106, -0.5918], [10.0831, 3.9778, 0.3833], [8.8274, 4.5370, 0.5528], [7.7966, 4.1081, -0.2641], [7.9805, 3.1500, -1.2450], [9.2413, 2.6002, -1.4060], [6.4606, 4.6856, -0.0754], [6.3194, 5.5378, 0.7764], [5.5504, 4.2770, -0.7802], [11.2712, 2.5742, -0.7176], [10.9009, 4.2963, 1.0144], [8.6549, 5.2902, 1.3069], [7.1577, 2.8385, -1.8706], [9.4060, 1.8493, -2.1662], [-4.8394, -9.1035, 1.1155], [-6.1893, -8.8632, 1.3360], [-6.7263, -7.6149, 1.0676], [-5.8919, -6.6270, 0.5765], [-4.5437, -6.8430, 0.3543], [-4.0180, -8.0947, 0.6290], [-6.4627, -5.3060, 0.2767], [-7.6380, -5.1292, 0.5036], [-5.7182, -4.4520, -0.1824], [-4.4258, -10.0813, 1.3233], [-6.8262, -9.6495, 1.7166], [-7.7739, -7.4156, 1.2363], [-3.9154, -6.0515, -0.0254], [-2.9668, -8.2839, 0.4614]],
  "mulliken_charge": [-1.0849, 0.2341, -0.3643, -1.1303, 0.6228, -0.3340, -0.3815, 0.3214, -0.7077, -0.1658, 0.4216, 0.3353, 0.2296, 0.3197, 0.3454, 0.5094, 0.4654, 0.5322, 0.2704, 0.5261, -0.4630, -0.4377, -0.4999, 0.1053, -0.4846, -0.0809, 1.0915, -0.6167, -0.5971, 0.4592, 0.3881, 0.4687, 0.4861, 0.2154, -0.9843, 0.0749, -0.5403, 0.1184, -0.6151, -0.2165, 1.0228, -0.6069, -0.6025, 0.4820, 0.3796, 0.4884, 0.4803, 0.5519, -0.4525, -0.4346, -0.3415, 0.1935, -0.3481, -0.4462, 1.0988, -0.6060, -0.6889, 0.3819, 0.3741, 0.4433, 0.4403, 0.3692, -0.4475, -0.4206, -0.4223, 0.1548, -0.2600, -0.4513, 1.0655, -0.5935, -0.6844, 0.3826, 0.3765, 0.4555, 0.4587, 0.3711],
  "charge": 1,
  "lumo_ha": -0.17643,
  "gap_ev": 6.9081,
  "spin_multiplicity": 1,
  "e_homo_ev": -11.71,
  "e_tot_ev": -60653.887
}

Entry 2:
{
  "formula": "C31H30FNO3PPdS2SiTe",
  "method": "wB97M-V/def2-TZVPD",
  "elements": ["Pd", "C", "Si", "C", "C", "N", "C", "C", "C", "C", "C", "C", "F", "H", "H", "H", "H", "H", "H", "H", "H", "H", "H", "H", "H", "H", "O", "S", "O", "O", "C", "C", "C", "C", "C", "C", "P", "C", "C", "C", "C", "C", "C", "C", "C", "C", "C", "C", "C", "H", "H", "H", "H", "H", "H", "H", "H", "H", "H", "H", "H", "H", "H", "Te", "C", "C", "C", "C", "S", "H", "H", "H"],
  "xyz": [[0.1970, -0.6483, 0.7842], [4.2858, 1.7485, 0.5357], [2.6860, 1.2194, 1.4118], [3.1148, -0.3853, 2.2825], [2.4356, 2.5238, 2.7341], [1.3490, 0.9720, 0.3394], [0.9412, 1.9024, -0.5784], [1.5399, 3.1771, -0.6680], [1.2077, 4.1028, -1.6416], [0.2279, 3.8224, -2.5824], [-0.4114, 2.5928, -2.5117], [-0.0604, 1.6800, -1.5451], [-0.7379, 0.5068, -1.5527], [5.1069, 1.5501, 1.2321], [4.3186, 2.8109, 0.2893], [4.4906, 1.1973, -0.3781], [3.9020, -0.1681, 3.0113], [3.4965, -1.1496, 1.6024], [2.2631, -0.8082, 2.8215], [3.3800, 2.6883, 3.2615], [1.6887, 2.2199, 3.4649], [2.1162, 3.4786, 2.3114], [2.2878, 3.4447, 0.0667], [1.7155, 5.0599, -1.6489], [-0.0453, 4.5417, -3.3425], [-1.1970, 2.3144, -3.2033], [-0.7257, -2.5540, 1.2476], [-1.8440, -2.8785, 0.3036], [-2.7359, -3.8631, 0.8572], [-2.4281, -1.6853, -0.2640], [-1.0295, -3.7021, -1.0662], [-1.7207, -4.7514, -1.6601], [-1.1829, -5.4237, -2.7441], [0.0618, -5.0576, -3.2340], [0.7544, -4.0197, -2.6355], [0.2190, -3.3182, -1.5544], [1.2683, -2.0152, -0.7894], [2.6289, -3.0778, -0.1913], [3.7730, -3.3657, -0.9282], [4.7424, -4.2135, -0.4096], [4.5701, -4.7844, 0.8422], [3.4252, -4.5059, 1.5774], [2.4608, -3.6520, 1.0687], [1.9237, -1.1173, -2.2233], [1.1489, -0.8976, -3.3600], [1.5877, -0.0315, -4.3489], [2.7981, 0.6307, -4.2097], [3.5740, 0.4186, -3.0793], [3.1359, -0.4491, -2.0928], [-2.6777, -5.0323, -1.2426], [-1.7297, -6.2401, -3.1989], [0.4974, -5.5825, -4.0748], [1.7315, -3.7458, -3.0145], [3.9146, -2.9275, -1.9081], [5.6330, -4.4268, -0.9878], [5.3281, -5.4436, 1.2466], [3.2859, -4.9474, 2.5559], [1.5697, -3.4243, 1.6422], [0.1839, -1.3766, -3.4588], [0.9681, 0.1438, -5.2192], [3.1293, 1.3239, -4.9726], [4.5112, 0.9464, -2.9541], [3.7340, -0.6010, -1.2048], [-1.6393, 0.5888, 2.1914], [-0.8393, 1.8663, 3.6545], [-0.2895, 1.5423, 4.8660], [0.0657, 2.6740, 5.6482], [-0.2349, 3.8499, 5.0273], [-0.9360, 3.5717, 3.4922], [-0.1492, 0.5169, 5.1780], [0.5177, 2.6157, 6.6290], [-0.0786, 4.8509, 5.3974]],
  "mulliken_charge": [0.0283, -1.0870, 0.2987, -1.0045, -0.8811, 0.7994, 0.4548, -0.4317, -1.0946, -0.5267, -0.7063, 0.3606, -0.1506, 0.4238, 0.3786, 0.1750, 0.5592, 0.1540, 0.1805, 0.4449, -0.0842, 0.3710, 0.0855, 0.4091, 0.3698, 0.4726, -0.6989, 1.4349, -0.7652, -0.6200, 0.1446, -0.6585, -0.6794, -0.7760, -0.2176, 0.2791, 0.7199, 0.5642, -0.0317, -0.7758, -0.5151, -0.6786, -0.4413, 0.6637, -0.5105, -0.7903, -0.6503, -1.1212, -0.7980, 0.5215, 0.3883, 0.4149, 0.3417, 0.3684, 0.4126, 0.3724, 0.4330, 0.4785, 0.4334, 0.4008, 0.3851, 0.3869, 0.9632, -0.0072, -0.0142, -0.5220, -0.3610, -0.4515, -0.1294, 0.3961, 0.3510, 0.3606],
  "charge": -1,
  "lumo_ha": 0.08854,
  "gap_ev": 6.6544,
  "spin_multiplicity": 1,
  "e_homo_ev": -4.25,
  "e_tot_ev": -92598.669
}

Entry 3:
{
  "formula": "C31H30N5O3PSeV",
  "method": "wB97M-V/def2-TZVPD",
  "elements": ["V", "O", "C", "N", "C", "C", "C", "C", "C", "C", "N", "C", "C", "C", "C", "C", "N", "H", "H", "H", "H", "H", "H", "H", "H", "H", "H", "O", "C", "O", "C", "P", "C", "C", "C", "C", "C", "C", "C", "C", "C", "C", "C", "C", "H", "H", "H", "H", "H", "H", "H", "H", "H", "H", "H", "H", "C", "N", "C", "C", "N", "C", "C", "Se", "H", "H", "H", "H", "H", "H", "H", "H"],
  "xyz": [[0.6935, 1.2242, -0.2987], [-3.0232, 2.8459, -0.3325], [-1.8612, 2.5354, -0.1607], [-1.1907, 1.4799, -0.6816], [-1.7291, 0.8013, -1.8413], [-0.6327, 0.8086, -2.8820], [-0.8562, 0.5123, -4.2159], [0.2066, 0.5439, -5.0960], [1.4750, 0.8603, -4.6258], [1.6308, 1.1325, -3.2870], [0.5969, 1.1200, -2.4305], [-0.9194, 3.4305, 0.6097], [-1.3668, 4.5164, 1.3326], [-0.4279, 5.3634, 1.8993], [0.9211, 5.1011, 1.7106], [1.2917, 3.9841, 0.9893], [0.3882, 3.1558, 0.4514], [-2.6274, 1.2983, -2.2143], [-1.9990, -0.2368, -1.6186], [-1.8552, 0.2645, -4.5462], [0.0526, 0.3273, -6.1448], [2.3290, 0.8944, -5.2868], [2.6025, 1.3645, -2.8687], [-2.4322, 4.6809, 1.4103], [-0.7410, 6.2268, 2.4708], [1.6812, 5.7498, 2.1214], [2.3339, 3.7318, 0.8358], [3.0744, -1.7594, 0.3667], [2.3736, -0.8660, 0.7573], [2.2973, 0.3496, 0.2109], [1.5116, -1.0250, 2.0108], [0.1183, 0.1674, 1.9341], [0.1567, 1.0670, 3.5070], [1.1858, 1.9880, 3.7006], [1.2915, 2.6763, 4.8988], [0.3630, 2.4561, 5.9074], [-0.6597, 1.5370, 5.7211], [-0.7635, 0.8385, 4.5263], [-1.4664, -0.6944, 1.8443], [-2.6185, 0.0925, 1.9426], [-3.8659, -0.4652, 1.7335], [-3.9757, -1.8142, 1.4115], [-2.8382, -2.5946, 1.2992], [-1.5815, -2.0390, 1.5124], [2.1384, -0.7453, 2.8622], [1.2230, -2.0629, 2.1533], [1.9202, 2.1476, 2.9187], [2.0989, 3.3812, 5.0479], [0.4425, 2.9958, 6.8415], [-1.3767, 1.3556, 6.5105], [-1.5574, 0.1163, 4.3903], [-2.5386, 1.1474, 2.1826], [-4.7499, 0.1532, 1.8111], [-4.9506, -2.2514, 1.2424], [-2.9181, -3.6405, 1.0356], [-0.7040, -2.6576, 1.3920], [-0.8044, -5.1532, -2.6602], [0.5300, -4.6511, -2.9379], [1.5223, -5.3307, -3.6189], [2.6001, -4.5292, -3.6427], [2.2607, -3.3663, -2.9739], [3.1391, -2.2223, -2.8129], [0.9813, -3.4396, -2.5417], [-0.0295, -2.2083, -1.6055], [-0.9004, -6.1405, -3.1037], [-1.5504, -4.4828, -3.0826], [-0.9643, -5.2141, -1.5854], [1.3726, -6.3188, -4.0134], [3.5768, -4.6804, -4.0637], [4.1563, -2.5396, -3.0315], [3.0920, -1.8599, -1.7939], [2.8462, -1.4343, -3.5050]],
  "mulliken_spin": [2.0335, -0.0029, 0.0149, -0.1267, 0.0187, 0.0275, -0.0063, 0.0070, -0.0034, 0.0192, 0.0049, 0.0372, -0.0105, 0.0161, -0.0070, 0.0299, -0.0402, 0.0047, -0.0101, 0.0001, 0.0002, -0.0004, -0.0036, 0.0001, 0.0006, -0.0001, -0.0039, 0.0072, 0.0079, -0.0300, -0.0035, -0.0397, 0.0019, 0.0129, 0.0030, -0.0009, 0.0012, 0.0019, 0.0069, 0.0047, 0.0019, -0.0027, 0.0019, -0.0055, -0.0021, -0.0003, 0.0023, 0.0000, -0.0001, 0.0000, -0.0001, -0.0019, 0.0001, -0.0001, -0.0001, 0.0007, 0.0002, -0.0006, -0.0001, 0.0001, 0.0001, 0.0019, 0.0031, 0.0294, 0.0000, 0.0001, 0.0000, 0.0000, 0.0000, -0.0001, -0.0001, -0.0009],
  "charge": 1,
  "lumo_ha": [-0.11360, -0.11224],
  "gap_ev": [6.7278, 6.7634],
  "spin_multiplicity": 3,
  "e_homo_ev": [-9.82, -9.82],
  "e_tot_ev": -146548.096
}